C38H38F3N2O3SSiY | the ωB97M-V functional and the def2-TZVPD basis

CARTESIAN COORDINATES (ANGSTROEM)
Y1 -0.47376 0.90966 0.06705
C1 0.31853 2.98360 3.34165
C2 -0.38676 3.37016 2.20696
C3 0.30383 3.74318 1.05773
C4 1.69745 3.71840 1.04233
C5 2.39576 3.35000 2.18178
C6 1.70456 2.98627 3.33212
H1 -0.21992 2.67593 4.22841
H2 -1.46822 3.37397 2.21987
H3 -0.23123 4.07695 0.17893
H4 2.22714 4.00135 0.14074
H5 3.47854 3.33761 2.17493
H6 2.25165 2.68629 4.21672
C7 1.18429 -0.13166 1.52360
Si1 2.09556 -1.44382 0.64117
C8 0.87867 -2.03765 -0.71324
N1 0.34995 -0.91898 -1.53712
C9 1.43908 -0.39356 -2.42895
C10 1.04227 -0.30801 -3.89502
C11 0.62649 -1.68791 -4.39910
C12 -0.47136 -2.28823 -3.49477
C13 -0.82063 -1.35325 -2.34054
C14 3.67646 -0.75963 -0.12093
C15 4.56492 -1.58405 -0.81650
C16 5.70222 -1.06805 -1.42156
C17 5.97754 0.29085 -1.33499
C18 5.11471 1.12456 -0.63823
C19 3.97689 0.60061 -0.03724
C20 2.58048 -3.01797 1.56810
C21 1.62934 -4.00156 1.85605
C22 1.95678 -5.13509 2.58687
C23 3.25207 -5.30951 3.05289
C24 4.21211 -4.34397 2.78613
C25 3.87679 -3.21356 2.05252
H7 1.81388 0.47834 2.17542
H8 0.43287 -0.61042 2.17561
H9 0.02985 -2.48313 -0.18065
H10 1.29670 -2.82686 -1.35286
H11 2.29553 -1.06635 -2.35622
H12 1.78315 0.57764 -2.06224
H13 1.90540 0.06057 -4.45274
H14 0.24239 0.41908 -4.03948
H15 1.50513 -2.33848 -4.39993
H16 0.28376 -1.62293 -5.43234
H17 -0.15900 -3.25698 -3.10077
H18 -1.38705 -2.47081 -4.06033
H19 -1.52618 -1.82739 -1.66192
H20 -1.30863 -0.45569 -2.73046
H21 4.36503 -2.64905 -0.88713
H22 6.37545 -1.72421 -1.95946
H23 6.86428 0.69646 -1.80553
H24 5.32873 2.18420 -0.56408
H25 3.30355 1.25898 0.50082
H26 0.60762 -3.88321 1.51015
H27 1.20123 -5.88266 2.79538
H28 3.51190 -6.19300 3.62237
H29 5.22466 -4.47066 3.14923
H30 4.63959 -2.46988 1.85064
F1 -2.16059 2.77666 -4.77208
C26 -2.47568 3.85714 -4.03978
F2 -1.43674 4.70164 -4.10165
F3 -3.50271 4.46241 -4.67282
C27 -2.84685 3.50197 -2.62523
C28 -4.11053 3.78923 -2.15218
C29 -4.45794 3.45356 -0.84955
C30 -3.51085 2.82780 -0.07073
N2 -2.28221 2.54805 -0.51291
C31 -1.91845 2.87276 -1.77067
S1 -0.29995 2.43749 -2.20376
H31 -4.82527 4.27350 -2.80272
H32 -5.44087 3.67015 -0.45766
H33 -3.71860 2.53489 0.95301
O1 -4.30166 1.33890 3.22273
C32 -4.68783 0.10231 2.81239
C33 -5.84107 -0.48624 3.32562
C34 -6.25687 -1.72720 2.87953
C35 -5.53485 -2.39920 1.90187
C36 -4.39303 -1.81328 1.38981
C37 -3.94284 -0.57337 1.83962
C38 -2.68020 -0.03299 1.26429
O2 -2.02835 0.87644 1.83442
O3 -2.25767 -0.52200 0.16145
H34 -4.92292 1.65114 3.88942
H35 -6.41384 0.04334 4.07963
H36 -7.15369 -2.16833 3.29503
H37 -5.86122 -3.36642 1.54582
H38 -3.80876 -2.30687 0.62520

The value obtained for the relative energy (zero: lowest compared OMol25 entry of this formula, charge and spin) is 0.0 kcal per mole. The total energy is -2831.90412 hartree. Its orbital gap is 8.225 eV. As for the HOMO energy: -7.9 eV.


C38H38F6O2 | the ωB97M-V functional and the def2-TZVPD basis

CARTESIAN COORDINATES (ANGSTROEM)
C1 -1.62082 -0.80388 -4.45746
O1 -1.95908 -0.45613 -5.80428
H1 -1.30877 0.15294 -4.03888
H2 -2.48012 -1.18604 -3.90640
H3 -0.77110 -1.48360 -4.39375
H4 -2.39287 0.40009 -5.78698
C2 -0.97887 -1.68584 2.04818
O2 -0.89954 -2.35087 3.26064
H5 0.00136 -1.38173 1.68103
H6 -1.53716 -2.36824 1.40730
H7 -1.56913 -0.77356 2.13457
H8 -1.77800 -2.33786 3.64759
F1 -1.85866 1.28949 6.93174
C3 -1.35854 1.03435 5.65817
C4 -2.12812 1.43178 4.59003
C5 -1.75590 1.08765 3.31820
C6 -0.52377 0.50381 3.13928
C7 0.29354 0.12291 4.24594
C8 -0.15131 0.38213 5.53602
H9 -3.07413 1.92735 4.75092
H10 -2.36374 1.30115 2.45139
H11 -0.21899 0.24579 2.13582
H12 1.21361 -0.43474 4.15145
H13 0.37571 0.09674 6.43445
F2 5.01210 -4.14821 1.37651
C9 3.73709 -3.76083 1.12876
C10 3.00051 -4.36782 0.15046
C11 1.72961 -3.88244 -0.20949
C12 1.20036 -2.84261 0.58508
C13 1.88922 -2.21574 1.62790
C14 3.15535 -2.75828 1.91548
H14 3.39782 -5.13495 -0.49764
H15 1.19726 -4.28228 -1.05986
H16 0.27503 -2.39262 0.25691
H17 1.52506 -1.39941 2.23404
H18 3.66335 -2.24548 2.71884
F3 0.85136 0.20273 1.69827
C15 0.44006 0.02498 0.43172
C16 -0.74805 0.58535 -0.01088
C17 -1.23552 0.33489 -1.30606
C18 -0.44784 -0.42809 -2.21726
C19 0.71710 -1.01836 -1.77755
C20 1.14703 -0.82279 -0.44905
H19 -1.23221 1.23377 0.70433
H20 -2.13747 0.85096 -1.60027
H21 -0.89723 -0.66081 -3.17135
H22 1.24168 -1.65388 -2.47565
H23 2.10464 -1.20413 -0.12661
F4 -4.72046 -0.74445 -3.04668
C21 -4.86819 0.56016 -2.77985
C22 -6.07866 1.13523 -2.68693
C23 -6.14759 2.47475 -2.35655
C24 -4.99262 3.26460 -2.11390
C25 -3.72313 2.66905 -2.11599
C26 -3.68720 1.29851 -2.51785
H24 -6.94965 0.63678 -3.08610
H25 -7.11616 2.95252 -2.35680
H26 -5.14407 4.27770 -1.77172
H27 -2.82275 3.23651 -1.93238
H28 -2.76361 0.74614 -2.60876
F5 4.37258 0.74828 0.27849
C27 4.10002 0.42364 1.57815
C28 2.87662 -0.19055 1.85827
C29 2.44560 -0.46234 3.17305
C30 3.34469 -0.20732 4.19076
C31 4.56720 0.43561 3.90174
C32 4.93023 0.75172 2.62602
H29 2.14642 -0.35113 1.07890
H30 1.46716 -0.84895 3.41717
H31 3.06655 -0.43249 5.20974
H32 5.27819 0.67766 4.67783
H33 5.87194 1.24397 2.43299
F6 0.28032 3.97618 -2.19109
C33 0.66234 2.96517 -2.91702
C34 1.28078 1.89352 -2.29787
C35 1.66720 0.78948 -3.06119
C36 1.48284 0.75566 -4.42038
C37 1.07103 1.89283 -5.10533
C38 0.59686 3.00132 -4.33336
H34 1.42603 1.88540 -1.22772
H35 2.26070 0.03008 -2.57388
H36 1.83106 -0.09540 -4.98681
H37 1.00769 1.98465 -6.17955
H38 0.23810 3.89786 -4.81700

The value obtained for the relative energy (zero: lowest compared OMol25 entry of this formula, charge and spin) is 416.2 kcal per mole. The total energy is -2219.70798 hartree. Its orbital gap is 8.570 eV. As for the HOMO energy: -8.4 eV.


C38H38N6O5S2V | the ωB97M-V functional and the def2-TZVPD basis

CARTESIAN COORDINATES (ANGSTROEM)
V1 0.09849 -0.21688 -0.36722
C1 3.10874 0.76084 -0.22751
C2 3.05117 0.52863 -1.74189
C3 1.89011 1.19692 -2.43679
C4 2.01912 2.40915 -3.09519
C5 0.90426 2.97579 -3.69239
C6 -0.30146 2.29979 -3.65195
C7 -0.34962 1.09073 -2.98104
N1 0.71620 0.55751 -2.37758
N2 2.20362 -0.10268 0.56412
C8 2.24524 0.36131 1.99293
C9 1.26770 1.42772 2.41425
C10 1.67831 2.73301 2.62591
C11 0.73424 3.68007 2.99300
C12 -0.57849 3.28086 3.15434
C13 -0.88838 1.94103 2.95681
N3 0.00735 1.02740 2.60341
C14 2.71114 -1.48084 0.58329
C15 1.66248 -2.42658 1.09649
C16 1.98964 -3.73676 1.41911
C17 0.99547 -4.58195 1.87005
C18 -0.29145 -4.08790 2.00964
C19 -0.52937 -2.76970 1.67460
N4 0.42380 -1.95224 1.21831
H1 4.13721 0.60308 0.12352
H2 2.85609 1.79696 -0.00285
H3 3.98358 0.90269 -2.16637
H4 2.99599 -0.54026 -1.96175
H5 2.97601 2.91396 -3.11385
H6 0.97877 3.93850 -4.18214
H7 -1.19385 2.70642 -4.10678
H8 -1.27079 0.52422 -2.89749
H9 2.05186 -0.50416 2.62288
H10 3.26662 0.69787 2.20136
H11 2.71173 3.01202 2.46779
H12 1.01885 4.71594 3.12939
H13 -1.35531 3.98536 3.41919
H14 -1.90962 1.59340 3.07245
H15 2.97433 -1.79648 -0.42126
H16 3.61472 -1.54014 1.20742
H17 3.01015 -4.07870 1.30382
H18 1.22043 -5.61151 2.11807
H19 -1.09911 -4.71134 2.36709
H20 -1.51613 -2.33917 1.77325
O1 1.53522 4.06449 -0.35678
C20 0.36716 4.74076 -0.31926
C21 0.41721 6.13080 -0.40622
C22 -0.74714 6.87378 -0.38054
C23 -1.98242 6.23824 -0.27537
C24 -2.03103 4.85938 -0.19533
C25 -0.86938 4.08657 -0.21009
C26 -0.94907 2.60144 -0.11976
O2 0.15609 1.92690 -0.08402
N5 -2.14026 2.08022 -0.09447
N6 -2.13396 0.68764 -0.08406
C27 -3.26273 0.22084 0.27655
S1 -3.59859 -1.50212 0.36800
C28 -5.39028 -1.27861 0.48482
C29 -5.65372 -0.04682 1.32639
S2 -4.58695 1.29282 0.72810
H21 1.27105 3.11195 -0.26944
H22 1.38848 6.60191 -0.49304
H23 -0.69388 7.95341 -0.44741
H24 -2.89632 6.81708 -0.25895
H25 -2.97684 4.34038 -0.11509
H26 -5.80625 -2.17665 0.94112
H27 -5.80067 -1.16531 -0.51837
H28 -5.43692 -0.23925 2.37709
H29 -6.68664 0.28907 1.23206
C30 -4.52945 -3.29424 -5.67571
O3 -4.06457 -2.67084 -4.49364
C31 -2.76744 -2.87414 -4.12169
C32 -1.87202 -3.66766 -4.85198
C33 -0.58606 -3.78224 -4.37592
C34 -0.12597 -3.15485 -3.20868
C35 1.27029 -3.30875 -2.82027
C36 2.16070 -4.26124 -3.61717
O4 1.79273 -2.70394 -1.88910
C37 -1.05429 -2.36207 -2.44734
O5 -0.77806 -1.76872 -1.34081
C38 -2.36471 -2.24647 -2.96594
H30 -5.57092 -3.00287 -5.78206
H31 -4.46768 -4.38258 -5.60675
H32 -3.97251 -2.95804 -6.55303
H33 -2.16094 -4.17220 -5.75972
H34 0.10017 -4.38796 -4.94855
H35 1.73697 -5.26543 -3.65548
H36 3.13411 -4.29681 -3.13599
H37 2.28696 -3.91265 -4.64397
H38 -3.07420 -1.64214 -2.41655

The value obtained for the relative energy (zero: lowest compared OMol25 entry of this formula, charge and spin) is 11.8 kcal per mole. Its multiplicity is 4. The total energy is -3916.07092 hartree. Its orbital gap (alpha / beta) is 6.825 / 7.847 eV. As for the HOMO energy (alpha / beta): -6.3 / -7.3 eV.


C38H39BrCoN6O4 | the ωB97M-V functional and the def2-TZVPD basis

CARTESIAN COORDINATES (ANGSTROEM)
Co1 0.00537 -0.04996 -0.76413
C1 2.48353 -4.40403 4.14956
C2 2.02723 -3.24937 3.30292
C3 2.33632 -1.93858 3.61049
C4 1.89525 -0.84829 2.83438
C5 2.46200 0.42455 3.10954
N1 2.18675 1.52401 2.48059
C6 2.99224 2.74449 2.57383
C7 3.21505 3.38754 1.19229
C8 3.20422 2.46239 -0.01793
N2 4.37346 1.57655 -0.12146
C9 4.65210 0.80451 -1.12919
C10 3.83462 0.51013 -2.27086
C11 4.53002 0.42716 -3.49528
C12 3.89191 0.32368 -4.71827
C13 4.65036 0.30332 -6.01544
C14 2.50269 0.25899 -4.68647
C15 1.76850 0.24358 -3.49628
C16 0.33700 0.09704 -3.57941
N3 -0.49593 0.01698 -2.60594
C17 -1.87503 -0.39226 -2.91426
C18 -2.09451 -1.82838 -2.39741
C19 -0.79036 -2.53664 -2.05854
N4 -0.13535 -1.94345 -0.86588
C20 0.21932 -2.74236 0.07504
C21 0.86925 -2.40069 1.30974
C22 1.31632 -3.44763 2.12284
C23 1.07304 -1.05939 1.69604
O1 0.54283 -0.04468 1.06579
C24 2.42673 0.31224 -2.24964
O2 1.81244 0.16338 -1.11191
H1 2.73586 -4.07847 5.15653
H2 3.36699 -4.87616 3.71750
H3 1.70634 -5.16299 4.22614
H4 2.94750 -1.73188 4.48305
H5 3.25416 0.47730 3.85209
H6 1.40867 1.46963 1.82345
H7 3.93400 2.47407 3.05002
H8 2.49262 3.45916 3.22727
H9 4.13625 3.97243 1.22703
H10 2.42149 4.11435 1.01004
H11 3.20116 3.06954 -0.92623
H12 2.31541 1.83589 -0.04465
H13 5.11736 1.71470 0.55322
H14 5.66756 0.41681 -1.13445
H15 5.61321 0.49201 -3.47695
H16 5.70243 0.07772 -5.85409
H17 4.58833 1.27177 -6.51361
H18 4.24427 -0.44498 -6.69466
H19 1.96168 0.18835 -5.62497
H20 -0.06816 0.01865 -4.58825
H21 -2.01100 -0.35160 -3.99480
H22 -2.57563 0.30959 -2.46363
H23 -2.62398 -2.40929 -3.15168
H24 -2.72525 -1.82310 -1.51170
H25 -0.08364 -2.49131 -2.88853
H26 -0.98384 -3.58891 -1.85469
H27 0.03184 -3.80357 -0.08244
H28 1.10261 -4.46479 1.80946
C25 0.23197 2.93947 -1.63963
O3 -0.25290 1.99526 -0.65780
C26 -1.46616 2.35731 -0.05535
C27 -1.82172 3.66410 0.19204
C28 -3.03039 3.89401 0.84949
Br1 -3.53441 5.66267 1.21175
C29 -3.84903 2.85259 1.23598
C30 -3.50022 1.52533 0.96134
C31 -2.30031 1.31224 0.30099
O4 -1.83416 0.00106 -0.00518
C32 -4.39302 0.47007 1.45242
N5 -5.23365 0.68701 2.41905
C33 -5.89978 -0.50829 2.60939
C34 -6.91642 -0.82528 3.51510
C35 -7.42590 -2.10216 3.47171
C36 -6.94658 -3.05612 2.55313
C37 -5.94047 -2.76392 1.65711
C38 -5.42580 -1.47135 1.71184
N6 -4.43147 -0.82938 0.98900
H29 0.64189 3.81246 -1.13504
H30 -0.58372 3.24026 -2.29529
H31 1.00853 2.44323 -2.20900
H32 -1.20155 4.49909 -0.09774
H33 -4.77773 3.03257 1.75913
H34 -1.72401 -0.46869 0.84076
H35 -7.28511 -0.08484 4.21108
H36 -8.21773 -2.38539 4.15109
H37 -7.38510 -4.04477 2.55077
H38 -5.58477 -3.50310 0.95113
H39 -4.01592 -1.17521 0.14551

The value obtained for the relative energy (zero: lowest compared OMol25 entry of this formula, charge and spin) is 0.0 kcal per mole. As for the charge: +3. The total energy is -6056.89144 hartree. Its orbital gap (alpha / beta) is 5.327 / 5.329 eV. As for the HOMO energy (alpha / beta): -14.2 / -14.2 eV.


C38H39Cl3N8O9S2SiV | the ωB97M-V functional and the def2-TZVPD basis

CARTESIAN COORDINATES (ANGSTROEM)
V1 0.96466 -1.02803 -1.19261
S1 2.02394 -1.19805 1.20096
C1 1.44733 0.21746 2.01442
N1 1.11127 0.18968 3.36456
C2 0.81876 1.44756 4.01643
C3 -0.16284 2.19879 3.15891
N2 0.47716 2.44314 1.88747
C4 0.06431 3.64175 1.18784
C5 0.63674 4.90200 1.80482
C6 -0.18231 5.86594 2.38092
C7 0.35716 7.00758 2.97428
C8 1.73190 7.18909 2.99598
C9 2.56149 6.22579 2.42217
C10 2.02122 5.09100 1.83369
C11 1.31951 1.48593 1.32422
S2 2.16587 1.76933 -0.11356
C12 1.21303 -0.98397 4.21928
C13 -0.11958 -1.59668 4.59475
C14 -0.90113 -1.06997 5.62368
C15 -2.14104 -1.62002 5.93018
C16 -2.60636 -2.71831 5.21401
C17 -1.82534 -3.25755 4.19914
C18 -0.59066 -2.69778 3.88915
H1 1.72555 2.05727 4.12827
H2 0.40639 1.25608 5.00599
H3 -0.42449 3.15644 3.61641
H4 -1.07842 1.60169 3.04849
H5 -1.03073 3.70261 1.19701
H6 0.38981 3.53453 0.15482
H7 -1.25931 5.72242 2.36165
H8 -0.29786 7.74813 3.42050
H9 2.15824 8.07217 3.45798
H10 3.63763 6.36191 2.43379
H11 2.65562 4.32955 1.38492
H12 1.74289 -0.68914 5.13107
H13 1.82054 -1.71966 3.70270
H14 -0.53389 -0.22747 6.20377
H15 -2.74154 -1.19259 6.72691
H16 -3.57947 -3.14272 5.43662
H17 -2.17716 -4.10498 3.62203
H18 -0.01045 -3.09558 3.06526
C19 3.03028 -4.87102 0.16941
C20 3.51977 -3.94767 -0.88894
N3 3.01365 -2.77578 -1.21702
C21 3.80478 -2.30152 -2.22960
C22 4.79716 -3.18054 -2.52371
N4 4.60318 -4.22035 -1.65297
C23 5.93461 -3.19647 -3.46366
O1 6.05906 -2.15094 -4.24408
O2 6.70025 -4.14570 -3.48128
C24 3.53052 -0.96082 -2.78282
O3 4.25300 -0.49867 -3.68396
O4 2.56243 -0.35495 -2.22569
H19 2.26236 -5.53229 -0.23537
H20 2.57685 -4.29298 0.97389
H21 3.85447 -5.46783 0.57047
H22 5.17696 -5.04606 -1.64198
H23 5.32691 -1.45722 -4.04171
O5 -0.38191 -0.35935 -0.41747
N5 -1.48005 -0.07542 0.12841
N6 -2.00496 -1.15397 0.60487
O6 -1.37653 -2.29467 0.67357
C25 -3.33512 -1.06634 1.11663
C26 -3.99812 -2.23844 1.42947
C27 -5.28622 -2.16168 1.94346
C28 -5.90296 -0.93389 2.14662
C29 -5.21974 0.23161 1.81617
C30 -3.93627 0.17472 1.29774
H24 -3.50195 -3.18375 1.25290
H25 -5.81012 -3.08007 2.18309
H26 -6.90849 -0.88359 2.54715
H27 -5.68817 1.19827 1.95960
H28 -3.39950 1.07462 1.02778
Cl1 -0.39380 -4.73882 0.71177
Si1 -0.39227 -3.12475 -0.79213
Cl2 -2.23437 -2.96768 -1.95391
Cl3 0.37367 -4.70841 -2.21458
C31 1.22598 2.00613 -5.08835
C32 -0.27651 2.27675 -5.01536
C33 -1.13125 1.04213 -4.65991
C34 -2.61282 1.42872 -4.60666
C35 -3.52657 0.28472 -4.16904
C36 -0.93670 0.01630 -5.75245
O7 -1.40596 0.15271 -6.87376
N7 -0.15782 -1.04115 -5.42192
C37 0.40987 -1.31569 -4.15858
O8 1.19883 -2.23513 -4.10271
N8 0.02610 -0.57102 -3.06423
C38 -0.68145 0.59622 -3.26009
O9 -0.97213 1.36728 -2.35772
H29 1.76874 2.93045 -5.29991
H30 1.47500 1.29244 -5.87873
H31 1.61804 1.60355 -4.14899
H32 -0.64941 2.66761 -5.96495
H33 -0.48274 3.01503 -4.23871
H34 -2.89286 1.77424 -5.60259
H35 -2.69696 2.26369 -3.91151
H36 -3.44709 -0.56987 -4.84856
H37 -4.57307 0.60168 -4.16046
H38 -3.27451 -0.06497 -3.16453
H39 0.07754 -1.70469 -6.14127

Its multiplicity is 4. As for the charge: -2. The total energy is -5997.48567 hartree. Its orbital gap (alpha / beta) is 5.023 / 6.330 eV. As for the HOMO energy (alpha / beta): -1.2 / -2.5 eV.


Number 1: largest force on an atom 0.27 eV Å⁻¹. Number 2: largest force on an atom 7.89 eV Å⁻¹. Number 3: largest force on an atom 0.45 eV Å⁻¹. Number 4: largest force on an atom 0.35 eV Å⁻¹. Number 5: largest force on an atom 5.08 eV Å⁻¹.